Computed, not measured: a molecular structure, C22H38N6O2S2Si4SnTe in a non-equilibrium geometry, with the ωB97M-V functional and the def2-TZVPD basis.

HOMO level = -7.16 eV
electronic energy = -102775.9683 eV
energy relative to the best compared isomer or geometry (same formula, charge and spin) = 17.4 kcal per mole
HOMO-LUMO gap = 7.38 eV

Last column: Löwdin charge in e.
Element x y z (Å)
Sn -0.72995 2.63144 0.54996  0.826
O 1.70949 2.89695 4.16603  0.072
C 1.25048 2.96932 3.03923  -0.599
O 0.02661 3.19358 2.71155  -0.242
C 2.21495 2.83805 1.86337  -0.181
C 3.58346 2.77238 2.07658  0.016
C 4.42664 2.74099 0.97949  -0.038
C 3.87530 2.76329 -0.29625  -0.041
C 2.50031 2.80124 -0.41986  -0.115
N 1.69441 2.84824 0.63980  -0.008
H 3.94846 2.74857 3.09280  0.123
H 5.49976 2.69866 1.11163  0.111
H 4.50086 2.74333 -1.17733  0.108
H 2.00912 2.79940 -1.38592  0.100
N -0.16908 1.55832 -3.83013  0.106
C -0.27343 2.87513 -3.60216  -0.688
N -0.27350 3.44653 -2.42379  0.053
C -0.32378 4.82454 -2.53178  -0.344
C -0.36364 5.29853 -3.80026  -0.373
S -0.35026 4.00933 -4.94268  1.035
C -0.33027 5.67444 -1.34426  -0.334
C -0.31290 7.03032 -1.37804  -0.365
S -0.33915 7.69326 0.21556  1.044
C -0.37715 6.06264 0.85636  -0.684
N -0.36733 5.14055 -0.06676  -0.022
N -0.45584 5.81390 2.17322  0.127
H -0.29947 0.93082 -3.03253  0.066
H -0.36290 1.20978 -4.75204  0.094
H -0.40040 6.31996 -4.13758  0.068
H -0.28541 7.68570 -2.23127  0.068
H -0.33676 6.55401 2.83882  0.102
H -0.34729 4.84801 2.48922  0.045
N -4.47331 2.98322 0.26909  0.085
C -3.50781 3.61957 0.38945  -0.126
H -5.28500 2.40847 0.18982  0.082
C 0.22026 -5.02082 2.75821  -0.219
Si 0.23307 -3.14438 2.47329  0.334
C -0.91387 -2.33939 3.74411  -0.216
C 1.98360 -2.50217 2.80736  -0.216
Si -0.45362 -2.63331 0.28083  0.091
Te -0.77885 -0.05949 0.16066  0.249
Si -2.64115 -3.33313 -0.24926  0.321
C -3.84729 -2.69626 1.06716  -0.225
C -2.80335 -5.21710 -0.38640  -0.219
C -3.19468 -2.55712 -1.89107  -0.228
Si 1.14233 -3.24479 -1.34286  0.337
C 0.60605 -2.74469 -3.09505  -0.217
C 1.43500 -5.11973 -1.36681  -0.218
C 2.79928 -2.37254 -1.04307  -0.218
H 0.54679 -5.26743 3.77038  0.028
H 0.88371 -5.53336 2.05836  0.013
H -0.78211 -5.43208 2.62059  0.015
H -0.57775 -2.52582 4.76583  0.030
H -1.93646 -2.71074 3.65328  0.011
H -0.94181 -1.25824 3.59227  0.020
H 2.26942 -2.64692 3.85090  0.030
H 2.04013 -1.43264 2.59227  0.023
H 2.72494 -3.00650 2.18432  0.011
H -3.68143 -3.18154 2.03122  0.013
H -4.89025 -2.85656 0.78716  0.027
H -3.69288 -1.62407 1.20850  0.008
H -2.50228 -5.70204 0.54454  0.015
H -2.16338 -5.60615 -1.18117  0.015
H -3.82984 -5.51740 -0.60473  0.027
H -3.07382 -1.47276 -1.83557  -0.003
H -4.24083 -2.77176 -2.11750  0.027
H -2.59076 -2.91327 -2.72855  0.008
H -0.33805 -3.21717 -3.37441  0.010
H 1.35364 -3.02692 -3.83878  0.029
H 0.46790 -1.66306 -3.15026  0.006
H 0.50466 -5.65588 -1.56646  0.015
H 1.81760 -5.47454 -0.40759  0.015
H 2.15455 -5.40026 -2.13857  0.028
H 2.64542 -1.29273 -0.97581  0.016
H 3.51103 -2.56200 -1.84907  0.028
H 3.25981 -2.69569 -0.10759  0.010

Cartesian forces (eV/Å) of the 6 atoms listed first:
Sn 0.79 1.26 0.46
O -0.20 0.07 -0.30
C 0.55 -0.14 0.35
O -0.51 -0.39 -0.58
C 0.03 0.09 0.11
C 0.05 -0.04 -0.02

Computed, not measured: a molecular structure, C22H38O3P2RuS in a non-equilibrium geometry, with the ωB97M-V functional and the def2-TZVPD basis.

spin multiplicity = 5
charge = +2
HOMO level (spin up / spin down) = -11.43 / -11.33 eV
electronic energy = -61545.6017 eV
<S²> = 6.066
energy relative to the best compared isomer or geometry (same formula, charge and spin) = 41.8 kcal per mole
HOMO-LUMO gap (spin up / spin down) = 7.16 / 2.67 eV

Last column: Mulliken spin population.
Element x y z (Å)
P 4.93522 2.31822 -0.39978  0.058
P 2.65264 3.02911 -3.64348  0.005
C 5.22507 2.94143 -2.09696  0.000
C 4.15047 3.78155 -2.87867  0.001
H 5.58041 2.09907 -2.71481  0.000
H 6.09283 3.61628 -1.96996  0.000
H 3.83629 4.65826 -2.28774  0.000
H 4.68337 4.19159 -3.75340  0.000
C 3.21325 2.02157 -5.02277  -0.001
H 2.42001 1.33381 -5.34542  0.000
H 4.11433 1.43905 -4.77799  -0.001
H 3.44710 2.69634 -5.86050  0.000
C 1.86937 4.50305 -4.36590  -0.002
H 2.47187 4.83762 -5.22118  0.000
H 1.81335 5.30083 -3.61147  0.001
H 0.85762 4.24927 -4.70880  0.000
C 6.47495 1.46200 0.01563  0.007
H 6.39134 0.98197 0.99936  0.000
H 7.29657 2.18755 0.04767  0.001
H 6.69807 0.69625 -0.73736  -0.002
C 4.88625 3.77648 0.66928  -0.012
H 4.22739 4.56335 0.28043  -0.002
H 5.90142 4.18004 0.75468  0.001
H 4.54025 3.50180 1.67328  0.009
Ru 0.65434 0.05986 -0.59363  2.142
C 1.29523 2.25916 -2.80566  -0.024
C 1.67655 0.77629 -2.55926  -0.015
C 3.08876 0.47722 -2.15575  0.034
C 3.31986 0.00782 -0.70741  0.077
C 3.68074 1.20892 0.21181  -0.016
C 2.44860 2.05311 0.40805  0.631
C 2.03565 3.10764 -0.50970  -0.048
C 0.83239 2.86972 -1.46841  0.198
C -0.06928 -0.01762 1.24787  -0.031
H 0.45624 2.28925 -3.52355  0.005
H 1.34768 0.11941 -3.38061  0.011
H 3.66051 1.40816 -2.30758  0.012
H 3.52894 -0.25589 -2.86768  -0.005
H 2.41274 -0.53140 -0.27854  -0.016
H 4.14340 -0.72811 -0.73248  -0.008
H 4.05320 0.82895 1.17412  0.009
H 1.93702 1.99146 1.36876  -0.016
H 2.91568 3.30150 -1.14812  -0.040
H 1.86752 4.04995 0.07134  0.024
H 0.09181 2.18510 -0.98271  -0.066
H 0.34156 3.84039 -1.64205  0.006
H -1.05265 0.47964 1.26418  0.003
H 0.59479 0.50355 1.95167  -0.016
H -0.22265 -1.05274 1.59256  0.050
C -6.87824 -4.40646 0.29444  0.007
C -5.51038 -3.81066 0.17330  0.220
C -4.42112 -4.45035 0.77718  0.020
C -3.13798 -3.94005 0.64923  0.073
C -2.95410 -2.79438 -0.13741  0.223
C -4.02562 -2.09150 -0.69662  0.079
C -5.30119 -2.62058 -0.53723  0.072
S -1.23243 -1.55601 -1.73555  0.074
O -1.64802 -2.44054 -0.35384  0.160
O 0.31217 -1.66022 -1.36899  0.052
O -1.55259 -0.10912 -1.42564  -0.001
H -6.92845 -5.37018 -0.22751  0.030
H -7.12496 -4.59132 1.34618  0.023
H -7.63175 -3.73955 -0.13506  -0.003
H -4.58532 -5.36492 1.34732  0.001
H -2.26896 -4.40803 1.09116  -0.003
H -3.87824 -1.15036 -1.22057  0.003
H -6.15569 -2.10073 -0.97940  0.004

Cartesian forces (eV/Å) of the 6 atoms listed first:
P 1.84 0.39 1.08
P -0.25 1.62 -1.23
C -0.30 0.29 -0.88
C 0.75 -0.10 0.46
H -0.14 0.28 0.27
H -0.24 -0.28 0.09

Computed, not measured: a molecular structure, C22H39BClO10SiTi, with the ωB97M-V functional and the def2-TZVPD basis.

spin multiplicity = 2
HOMO level (spin up / spin down) = -8.47 / -8.56 eV
electronic energy = -88115.8963 eV
<S²> = 0.754
energy relative to the best compared isomer or geometry (same formula, charge and spin) = 0.0 kcal per mole
HOMO-LUMO gap (spin up / spin down) = 8.36 / 8.67 eV

Last column: Mulliken spin population.
Element x y z (Å)
Ti -0.40638 1.06472 1.24702  1.037
O 2.62887 -0.29313 1.99356  0.001
Cl 1.31962 -0.79902 2.15149  0.006
O 1.26718 -2.09388 2.68443  0.001
O 0.59501 -0.73046 0.84751  0.002
O 0.49406 0.13713 2.98077  0.002
C 3.13706 3.09167 -0.43004  0.002
C 2.90125 4.43253 0.25441  -0.001
C 3.74674 4.54578 1.51428  0.000
C 3.18991 5.58695 -0.69604  0.000
O 1.53367 4.54059 0.69098  0.004
Si 0.15778 4.05986 -0.01999  -0.003
O -0.00019 2.42614 0.15560  0.004
O -1.09909 4.76924 0.73861  0.002
C -1.50137 4.73198 2.11018  -0.016
C -0.77116 5.84782 2.84545  -0.001
C -1.18528 3.38246 2.76585  0.057
C -3.00757 4.95504 2.11197  0.000
O 0.16137 4.47466 -1.58092  -0.005
C -0.91094 4.47817 -2.54722  -0.001
C -1.65762 5.79906 -2.41447  0.000
C -1.84510 3.29802 -2.31300  0.003
C -0.23808 4.37059 -3.90668  0.000
H 4.17805 3.00820 -0.74555  0.000
H 2.50776 2.99277 -1.31692  0.000
H 2.92264 2.26573 0.25014  -0.001
H 4.80893 4.51062 1.26819  0.000
H 3.52308 3.72531 2.19782  0.000
H 3.53844 5.48849 2.02143  0.000
H 4.23359 5.56936 -1.01369  0.000
H 2.99491 6.53687 -0.19674  0.000
H 2.55255 5.51840 -1.57775  0.000
H 0.30717 5.68854 2.80448  0.000
H -1.08549 5.89426 3.88956  0.000
H -0.99616 6.80320 2.37125  0.000
H -0.10693 3.19105 2.77498  0.000
H -1.76703 2.59763 2.25290  -0.028
H -1.52263 3.37610 3.80204  -0.004
H -3.23810 5.90602 1.63170  0.000
H -3.39590 4.97586 3.13138  0.000
H -3.50493 4.15558 1.55984  0.000
H -2.10584 5.88661 -1.42461  0.000
H -2.44755 5.86187 -3.16527  0.000
H -0.97187 6.63419 -2.56260  0.000
H -2.32297 3.36051 -1.33359  0.000
H -1.29420 2.35806 -2.36993  0.001
H -2.63006 3.28219 -3.07066  0.000
H 0.45706 5.19932 -4.04682  0.000
H -0.97994 4.39990 -4.70581  0.000
H 0.31677 3.43454 -3.98099  0.000
C -9.32634 0.64034 0.10960  0.000
C -8.28088 0.94982 -0.97035  0.000
C -8.65618 0.21768 -2.26600  0.000
C -8.31290 2.45344 -1.24658  0.000
C -6.90379 0.47826 -0.49818  0.001
C -6.71089 -0.87653 -0.20418  0.000
C -5.49600 -1.39284 0.23022  0.001
C -4.45714 -0.49790 0.36596  -0.003
O -3.16033 -0.71089 0.77210  -0.016
B -2.52559 0.53203 0.72505  0.008
O -3.44687 1.50347 0.30548  -0.046
C -4.63088 0.84168 0.08192  -0.006
C -5.83345 1.36072 -0.35014  0.001
H -10.31442 0.97243 -0.21677  0.000
H -9.08348 1.15326 1.04198  0.000
H -9.38452 -0.42801 0.31978  0.000
H -9.63831 0.54553 -2.61370  0.000
H -8.69521 -0.86219 -2.12004  0.000
H -7.92771 0.42431 -3.05204  0.000
H -9.31109 2.73926 -1.58210  0.000
H -7.60707 2.73697 -2.02968  0.000
H -8.08655 3.03366 -0.34989  0.000
H -7.54070 -1.56256 -0.31681  0.000
H -5.37139 -2.44387 0.45095  0.000
H -5.91920 2.41675 -0.56063  0.000

Cartesian forces (eV/Å) of the 6 atoms listed first:
Ti 0.04 0.34 0.12
O -0.01 0.05 0.12
Cl 0.04 -0.22 0.06
O -0.02 -0.16 0.04
O 0.03 0.01 -0.14
O 0.10 0.39 -0.36